C28H49BrCrNP3 as an isolated structure at a distorted geometry. Source: the Open Molecules 2025 dataset; level of theory: wB97M-V/def2-TZVPD.

Computed properties:
- spin multiplicity = 5
- total charge = +2
- HOMO energy (spin up / spin down) (eV) = -13.9475 / -13.8608
- gap between HOMO and LUMO (spin up / spin down) (eV) = 6.513 / 6.316
- <S²> = 6.091

Geometry as XYZ:
```
83
Properties=species:S:1:pos:R:3:forces:R:3
N -5.25430 -0.93361 3.17795 0.1 -0.1 0.2
C -4.30157 -0.25037 3.81991 0.1 0.4 -0.6
C -3.33634 0.50256 3.14222 -0.1 -0.5 -0.2
C -3.26838 0.42849 1.73622 -0.4 -0.6 0.5
C -4.33525 -0.21942 1.07347 0.0 -0.2 0.6
C -5.29704 -0.89138 1.84643 0.5 0.4 -0.2
C -2.15754 1.06071 1.01732 -0.8 0.1 -2.6
Cr -0.12554 0.09471 0.40779 -0.2 0.3 -0.1
P 1.76535 0.67721 -0.96593 0.5 -0.3 -0.5
C -2.01811 0.91518 -0.41343 -1.9 1.2 2.5
C -1.69417 2.06835 -1.25967 0.7 -0.2 -0.2
C -2.04037 2.01692 -2.62719 0.4 0.0 0.1
C -1.44206 2.89060 -3.52512 0.0 0.1 0.4
C -0.49953 3.80610 -3.03044 0.2 0.2 -0.2
C -0.38244 4.06362 -1.66125 -0.2 -0.3 -0.1
C -0.99694 3.18388 -0.76204 0.2 0.0 -0.6
Br 0.77819 4.57591 -4.24061 -0.8 0.0 0.4
H -1.74905 1.94736 1.51975 0.0 -0.3 -0.3
H -2.59459 0.13708 -0.92321 0.2 0.1 0.4
H -2.65235 1.13225 3.70317 0.0 -0.3 -0.1
H -4.44442 -0.20230 -0.00962 0.1 0.0 0.3
H -4.28795 -0.28492 4.91200 -0.2 0.0 -0.3
H -6.12112 -1.42135 1.35662 0.3 0.2 0.2
H -2.74748 1.25430 -2.96329 0.3 0.2 0.0
H -0.90251 3.33268 0.31407 0.1 0.1 -0.3
H -1.67150 2.84152 -4.58588 0.2 0.0 0.2
H 0.19621 4.91426 -1.31190 0.0 -0.2 -0.1
P -0.54248 -2.24833 -0.07699 -0.4 -0.8 -0.6
C 2.44821 2.29514 -0.41408 -0.1 0.0 0.4
C 3.20310 3.12346 -1.44106 0.3 0.4 -0.2
H 3.08396 2.11576 0.46230 -0.1 -0.1 -0.3
H 1.58838 2.87843 -0.04889 0.2 -0.2 0.0
H 3.64679 3.98915 -0.93529 -0.1 -0.1 -0.1
H 4.02682 2.58119 -1.91673 -0.2 0.1 0.2
H 2.53908 3.51871 -2.21857 0.2 -0.2 0.1
C 1.33963 0.85703 -2.73420 -0.2 0.1 -0.2
C 2.48176 0.84360 -3.75308 0.2 0.1 -0.3
H 0.77409 1.79517 -2.82416 0.1 -0.3 0.1
H 0.62719 0.05230 -2.97441 0.2 0.2 0.1
H 2.07205 1.06638 -4.74913 0.1 -0.1 0.3
H 3.24281 1.60815 -3.55233 -0.3 -0.3 -0.1
H 2.96826 -0.13883 -3.80602 -0.1 0.2 0.0
C 3.08219 -0.59395 -0.85873 0.1 -0.1 0.1
C 4.51484 -0.15046 -1.14571 0.4 -0.1 -0.1
H 2.79820 -1.41995 -1.53152 0.0 0.3 0.2
H 3.02980 -1.00668 0.16054 0.0 0.1 -0.3
H 5.17176 -1.02915 -1.07780 -0.1 0.3 0.0
H 4.64421 0.26934 -2.15181 -0.1 -0.1 0.3
H 4.87424 0.58168 -0.41101 -0.1 -0.1 -0.2
C 0.38375 -3.61288 0.73878 -0.1 0.2 0.1
C 1.86468 -3.69903 0.40203 0.3 -0.2 0.1
H -0.13012 -4.54423 0.45414 0.0 0.3 0.0
H 0.24134 -3.49090 1.82268 0.0 -0.1 -0.3
H 2.25332 -4.65763 0.76719 0.0 0.3 -0.1
H 2.05621 -3.65605 -0.67693 0.0 0.0 0.2
H 2.43634 -2.90183 0.89238 -0.1 -0.2 -0.1
C -0.41433 -2.63449 -1.87521 0.4 -0.1 0.3
C -1.43367 -1.93795 -2.76926 -0.1 0.1 -0.2
H -0.51877 -3.72666 -1.95572 0.1 0.2 0.0
H 0.61332 -2.38420 -2.17906 -0.2 -0.1 -0.1
H -1.29619 -2.28506 -3.80132 -0.1 0.1 0.2
H -2.46723 -2.16786 -2.48178 0.2 0.0 0.0
H -1.31352 -0.84616 -2.76524 0.0 -0.2 0.0
C -2.27901 -2.73732 0.27616 -0.2 0.3 -0.2
C -2.55333 -3.18333 1.70944 -0.2 0.0 0.2
H -2.54846 -3.53111 -0.43732 0.2 0.1 0.2
H -2.90525 -1.86651 0.02842 0.1 -0.4 0.1
H -3.61125 -3.46574 1.79255 0.3 0.1 0.1
H -1.95067 -4.05323 2.00087 -0.2 0.2 -0.1
H -2.37330 -2.37085 2.42823 0.0 -0.2 -0.1
C 2.71434 0.68776 2.72241 0.0 -0.1 0.0
P 0.92741 0.31568 2.59463 0.6 0.4 1.3
C 0.68352 -1.16983 3.63609 -0.1 -0.3 0.0
C 0.23591 1.64936 3.63427 -0.1 0.2 -0.1
H 3.30231 -0.06862 2.18822 0.0 0.2 0.2
H 3.00341 0.70446 3.78304 0.0 -0.1 -0.3
H 2.92157 1.67244 2.28664 -0.1 -0.3 0.3
H 0.72372 -0.94191 4.71448 0.1 0.0 -0.5
H -0.30800 -1.58722 3.39910 0.3 0.1 0.2
H 1.44301 -1.93217 3.40576 -0.2 0.2 0.0
H 0.84568 1.81564 4.53258 -0.2 -0.1 -0.2
H 0.20805 2.58361 3.05968 0.0 -0.1 0.2
H -0.78895 1.39532 3.92339 0.3 0.1 0.0
```
Forces are in eV/Å.

C28H49CdN8O5P as an isolated structure at a distorted geometry. Source: the Open Molecules 2025 dataset; level of theory: wB97M-V/def2-TZVPD.

Computed properties:
- HOMO energy (eV) = -5.4025
- gap between HOMO and LUMO (eV) = 5.755

Geometry as XYZ:
```
92
Properties=species:S:1:pos:R:3:forces:R:3
Cd -0.59760 0.27926 -0.33190 0.5 1.2 -0.7
C -2.25081 2.92520 -4.33882 0.1 -0.8 0.4
O -1.27034 1.94731 -4.75723 -0.7 -0.1 0.3
C -0.00357 2.21422 -4.33797 2.3 0.3 0.8
C 1.04395 2.37173 -5.25487 -0.8 0.3 0.5
C 2.26209 2.91477 -4.82823 1.1 0.1 1.0
C 2.59255 3.00666 -3.46579 -0.9 -0.3 -1.2
C 1.67669 2.52347 -2.51579 -0.7 0.3 -0.4
C 2.05143 2.53889 -1.13845 -1.9 -1.6 2.8
N 1.33132 1.96640 -0.15664 0.3 0.6 -3.9
N 1.67358 2.21568 1.08873 0.0 -0.1 3.4
C 0.77645 1.74996 2.00670 1.2 0.5 -2.7
O -0.28190 1.08123 1.74436 0.2 0.2 0.7
C 1.06139 2.13626 3.40859 0.8 0.7 0.2
C 2.33261 2.54725 3.88689 -0.3 -0.7 -0.6
C 2.52166 2.71807 5.24795 0.5 0.9 -0.3
C 1.45114 2.70941 6.12303 -0.5 -0.6 0.4
C 0.17492 2.38285 5.65504 0.6 0.3 0.4
C 0.00786 2.14099 4.29602 -0.6 -0.5 1.0
C 0.31168 2.24925 -2.88797 -0.3 -0.4 -1.2
O -0.62367 2.01951 -2.04676 -0.3 -0.3 0.1
H -3.18799 2.35546 -4.23033 0.2 0.3 0.1
H -1.99154 3.42596 -3.38076 0.0 -0.5 -0.7
H -2.37180 3.64042 -5.13719 0.0 0.4 -0.3
H 0.93089 2.13585 -6.31484 -0.4 0.3 0.2
H 2.96709 3.30745 -5.55519 0.0 -0.3 -0.1
H 3.51536 3.47666 -3.12767 -0.1 -0.3 -0.2
H 2.95992 3.04898 -0.89154 0.6 0.4 0.4
H 3.15627 2.70885 3.18195 -0.4 -0.4 0.2
H 3.51494 2.98981 5.62160 -0.3 -0.1 -0.2
H 1.63633 2.91964 7.17193 -0.2 -0.1 0.0
H -0.66221 2.28031 6.35947 0.3 0.3 -0.4
H -0.98887 1.90618 3.97361 -0.2 -0.2 -0.4
N -1.77373 -0.61955 -2.51507 0.1 0.2 0.6
C -2.00520 -2.02968 -2.26415 0.4 -0.8 -0.6
C -2.62587 -2.37328 -0.90496 -1.5 -0.7 -0.9
N -2.21551 -1.49772 0.18095 -0.5 -0.7 0.1
H -2.62157 -0.07503 -2.50886 -0.3 0.2 0.2
H -1.37326 -0.41918 -3.42738 0.3 -0.1 0.2
H -1.03229 -2.54697 -2.25910 0.0 0.3 -0.3
H -2.61855 -2.47976 -3.06895 0.2 -0.1 0.4
H -2.38446 -3.41929 -0.66952 0.3 0.3 -0.1
H -3.74705 -2.44775 -1.07334 0.9 0.5 0.5
H -2.05799 -2.07255 1.01808 0.0 0.8 -0.3
H -2.96530 -0.82193 0.31683 0.5 0.0 0.5
C 2.77186 -1.65139 4.09131 0.6 0.1 1.0
N 1.87795 -1.64081 2.96783 -1.0 -0.9 -0.5
C 0.55494 -2.03686 3.02762 0.2 0.0 -0.7
N -0.01286 -2.17492 4.26029 -0.3 0.0 0.6
O -0.11515 -2.30850 2.00699 0.6 0.1 1.5
H 3.81084 -1.54720 3.77193 -0.2 0.1 -0.3
H 2.78109 -2.57567 4.71545 -0.5 0.4 -0.5
H 2.57810 -0.78252 4.72968 0.0 -0.1 0.1
H 2.27299 -1.66810 2.03505 -0.2 0.2 0.2
H 0.36116 -1.85039 5.15017 0.1 0.0 -0.8
H -1.01390 -2.32042 4.24340 0.3 0.0 -0.1
C -5.25519 1.98175 -0.13684 -0.5 0.2 1.1
P -3.72328 2.12500 0.82527 1.3 -0.5 -1.3
C -3.10075 3.81166 0.62618 -0.2 -0.1 0.2
C -4.05278 1.77766 2.54623 -1.0 0.3 0.6
O -2.74950 1.13387 0.24665 -0.7 0.3 0.1
H -6.13036 2.35114 0.42064 0.2 0.1 -0.3
H -5.44138 0.92377 -0.33332 0.2 0.1 -0.1
H -5.13266 2.53468 -1.05745 0.0 0.0 -0.3
H -3.73587 4.50799 1.15810 -0.2 0.3 0.2
H -3.17562 4.06255 -0.43296 0.3 -0.1 0.0
H -2.06256 3.90919 0.98518 -0.4 -0.2 -0.2
H -4.36208 2.70354 3.08567 0.3 -0.7 -0.2
H -3.16636 1.32431 2.98798 0.1 0.2 0.0
H -4.87716 1.03818 2.61520 0.4 0.4 0.0
C 2.18381 -4.17077 -3.35125 -0.4 0.4 -0.1
C 2.98965 -3.83148 -2.07844 1.1 0.1 -0.9
N 2.23830 -3.17717 -1.03583 0.2 -1.2 0.8
C 1.79788 -4.10305 0.04622 0.4 0.6 -0.4
C 0.66910 -5.04209 -0.43260 0.5 0.8 0.0
C 1.89826 -1.87999 -1.07434 -1.6 1.6 0.5
C 2.59289 -1.00540 -2.10498 -1.1 -0.1 -0.6
N 0.96973 -1.35608 -0.29072 1.7 -0.9 -1.1
H 2.80469 -4.44333 -4.23008 -0.1 0.2 0.7
H 1.54256 -3.30617 -3.65590 0.5 -0.7 0.3
H 1.52741 -5.01339 -3.11991 0.0 0.1 -0.3
H 3.88190 -3.24040 -2.36580 -0.5 -0.2 0.2
H 3.38630 -4.74272 -1.62061 0.0 0.0 -0.3
H 1.55666 -3.51048 0.94335 -0.3 -0.4 -0.5
H 2.71308 -4.66197 0.32203 -0.5 0.0 -0.1
H -0.22382 -4.44453 -0.72932 0.6 -0.5 0.1
H 0.42280 -5.70189 0.38435 -0.3 -0.3 0.2
H 1.04477 -5.65821 -1.27101 -0.4 0.3 0.4
H 3.66757 -1.18219 -2.13453 -0.1 0.1 0.1
H 2.35670 0.05237 -1.91854 0.2 -0.4 0.1
H 2.17144 -1.23368 -3.12184 0.5 0.1 0.8
H 0.60784 -2.00713 0.41104 -0.1 0.1 -0.4
```
Forces are in eV/Å.

Energy relative to the best compared isomer or geometry (same formula, charge and spin), respectively: 0.0, 0.0 kcal/mol.